# 1
Formula: C3H5NO2
Source: OMol25
Level of theory: ωB97M-V/def2-TZVPD

## Properties
HOMO energy ... -10.46 eV
SMILES ... [H]/N=C(\C=O)OC

Bonds (Å) are listed after each position.
CARTESIAN COORDINATES (ANGSTROEM)
1 H 1.84115 0.86130 -0.29152  N2 1.000
2 N 0.85036 0.82347 -0.16446  H1 1.000, C3 1.259
3 C 0.39476 -0.33970 -0.01107  N2 1.259, C4 1.542, O6 1.348
4 C 1.27137 -1.60747 -0.04087  C3 1.542, O5 1.209, H8 1.106
5 O 2.46357 -1.49467 -0.20686  C4 1.209
6 O -0.93579 -0.39024 0.19756  C3 1.348, C7 1.458
7 C -1.53618 0.93710 0.12850  O6 1.458, H9 1.082, H10 1.128, H11 1.108
8 H 0.79923 -2.59923 0.09032  C4 1.106
9 H -2.48325 0.74392 0.61583  C7 1.082
10 H -1.04293 1.82594 0.61684  C7 1.128
11 H -1.62228 1.23958 -0.93428  C7 1.108

natural (NBO) atomic charge list, values in e, 8 entries: atom 1 (H): 0.365, atom 2 (N): -0.671, atom 3 (C): 0.433, atom 4 (C): 0.369, atom 5 (O): -0.475, atom 6 (O): -0.494, atom 7 (C): -0.275, atom 8 (H): 0.141

# 2
Formula: C3H5NO2
Source: OMol25
Level of theory: ωB97M-V/def2-TZVPD

## Properties
HOMO energy ... -10.68 eV
SMILES ... [H]/N=C/OC(C)=O

Bonds (Å) are listed after each position.
CARTESIAN COORDINATES (ANGSTROEM)
1 H 0.32281 -2.47806 1.11227  N2 1.017
2 N 0.27129 -1.66194 0.50800  H1 1.017, C3 1.258
3 C -0.87933 -1.15559 0.56346  N2 1.258, O4 1.348, H8 1.090
4 O -1.25483 -0.06872 -0.14052  C3 1.348, C5 1.400
5 C -0.35437 0.68710 -0.90133  O4 1.400, C6 1.502, O7 1.193
6 C 0.86449 1.19980 -0.18913  C5 1.502, H9 1.096, H10 1.087, H11 1.091
7 O -0.68773 0.98198 -2.00781  C5 1.193
8 H -1.73401 -1.52995 1.12776  C3 1.090
9 H 0.56536 2.05336 0.42966  C6 1.096
10 H 1.30890 0.43106 0.43841  C6 1.087
11 H 1.57743 1.54095 -0.94078  C6 1.091

natural (NBO) atomic charge list, values in e, 8 entries: atom 1 (H): 0.359, atom 2 (N): -0.708, atom 3 (C): 0.414, atom 4 (O): -0.526, atom 5 (C): 0.813, atom 6 (C): -0.744, atom 7 (O): -0.515, atom 8 (H): 0.161

# 3
Formula: C3H5NO2
Source: OMol25
Level of theory: ωB97M-V/def2-TZVPD

## Properties
HOMO energy ... -8.20 eV

Bonds (Å) are listed after each position.
CARTESIAN COORDINATES (ANGSTROEM)
1 N -1.91165 -0.26877 -0.05175  C2 1.382, H7 1.009, H8 1.010
2 C -0.64423 0.25971 0.10482  N1 1.382, O3 1.358, C4 1.345
3 O -0.50515 1.35886 -0.68051  C2 1.358, H11 0.968
4 C 0.30079 -0.20513 0.94097  C2 1.345, H9 1.084, H10 1.083
5 C 2.26972 0.21170 -1.33327  O6 1.135
6 O 2.98010 -0.67170 -1.38729  C5 1.135
7 H -2.04424 -1.18542 0.34830  N1 1.009
8 H -2.28974 -0.16979 -0.98352  N1 1.010
9 H 0.15566 -1.12723 1.49148  C4 1.084
10 H 1.19289 0.37408 1.14508  C4 1.083
11 H 0.44152 1.53249 -0.78515  O3 0.968

natural (NBO) atomic charge list, values in e, 8 entries: atom 1 (N): -0.819, atom 2 (C): 0.498, atom 3 (O): -0.691, atom 4 (C): -0.665, atom 5 (C): 0.485, atom 6 (O): -0.489, atom 7 (H): 0.384, atom 8 (H): 0.386

# 4
Formula: C3H5NO2
Source: OMol25
Level of theory: ωB97M-V/def2-TZVPD

## Properties
HOMO energy ... -11.20 eV
SMILES ... O=C=NC=O.C

Bonds (Å) are listed after each position.
CARTESIAN COORDINATES (ANGSTROEM)
1 O -1.51252 -2.32934 1.05424  C2 1.166
2 C -0.58820 -1.83701 0.54168  O1 1.166, N3 1.217
3 N 0.30596 -1.25418 -0.04295  C2 1.217, C4 1.402
4 C 1.70084 -1.39810 -0.04667  N3 1.402, O5 1.197, H6 1.103
5 O 2.42715 -0.62317 -0.59891  C4 1.197
6 H 2.06064 -2.28975 0.49369  C4 1.103
7 C -0.87619 1.94726 -0.27915  H8 1.093, H9 1.092, H10 1.092, H11 1.093
8 H -1.52486 1.33138 0.34892  C7 1.093
9 H -0.93288 2.98625 0.05368  C7 1.092
10 H -1.21195 1.88226 -1.31664  C7 1.092
11 H 0.15200 1.58438 -0.20790  C7 1.093

natural (NBO) atomic charge list, values in e, 8 entries: atom 1 (O): -0.463, atom 2 (C): 0.909, atom 3 (N): -0.615, atom 4 (C): 0.535, atom 5 (O): -0.491, atom 6 (H): 0.125, atom 7 (C): -0.851, atom 8 (H): 0.204

# 5
Formula: C3H5NO2
Source: OMol25
Level of theory: ωB97M-V/def2-TZVPD

## Properties
HOMO energy ... -10.84 eV
SMILES ... [H]/N=C(/C)OC=O

Bonds (Å) are listed after each position.
CARTESIAN COORDINATES (ANGSTROEM)
1 H 0.19450 2.38493 -0.20955  N2 1.021
2 N -0.61108 1.79488 0.00139  H1 1.021, C3 1.255
3 C -0.25378 0.61886 0.25391  N2 1.255, C4 1.493, O5 1.419
4 C -1.19074 -0.49876 0.57564  C3 1.493, H8 1.095, H9 1.094, H10 1.090
5 O 1.11932 0.26311 0.30078  C3 1.419, C6 1.348
6 C 1.54078 -0.53899 -0.69663  O5 1.348, O7 1.201, H11 1.099
7 O 0.85758 -0.91509 -1.61052  C6 1.201
8 H -0.98212 -0.90879 1.56915  C4 1.095
9 H -1.06650 -1.29801 -0.16030  C4 1.094
10 H -2.21068 -0.11568 0.53348  C4 1.090
11 H 2.60271 -0.78646 -0.55735  C6 1.099

natural (NBO) atomic charge list, values in e, 8 entries: atom 1 (H): 0.352, atom 2 (N): -0.620, atom 3 (C): 0.566, atom 4 (C): -0.702, atom 5 (O): -0.533, atom 6 (C): 0.645, atom 7 (O): -0.566, atom 8 (H): 0.231

# 6
Formula: C3H5NO2
Source: OMol25
Level of theory: ωB97M-V/def2-TZVPD

## Properties
HOMO energy (spin up / spin down) ... -9.53 / -9.49 eV
SMILES ... COCC1=NO1

Bonds (Å) are listed after each position.
CARTESIAN COORDINATES (ANGSTROEM)
1 C -1.51300 0.60786 -0.37418  O2 1.467, H7 1.078, H8 1.101, H9 1.069
2 O -0.99578 -0.76452 -0.35801  C1 1.467, C3 1.488
3 C 0.32364 -0.86836 0.32235  O2 1.488, C4 1.494, H10 1.186, H11 1.023
4 C 1.47523 -0.32501 -0.45847  C3 1.494, N5 1.788, O6 1.309
5 N 2.42826 0.99646 0.27757  C4 1.788, O6 1.269
6 O 2.60919 -0.25699 0.19241  C4 1.309, N5 1.269
7 H -2.56486 0.47057 -0.18369  C1 1.078
8 H -1.44526 1.02505 -1.39049  C1 1.101
9 H -1.09694 1.32467 0.30177  C1 1.069
10 H 0.37310 -0.32200 1.37406  C3 1.186
11 H 0.40640 -1.88774 0.29669  C3 1.023

natural (NBO) atomic charge list, values in e, 8 entries: atom 1 (C): -0.269, atom 2 (O): -0.529, atom 3 (C): -0.182, atom 4 (C): 0.327, atom 5 (N): -0.035, atom 6 (O): -0.290, atom 7 (H): 0.190, atom 8 (H): 0.184

How do the records compare in electronic energy? In the order shown, they have -8775.6175; -8776.8052; -8776.3570; -8776.7463; -8776.8745; -8768.6186 eV.
How do the records compare in ΔE to the lowest compared entry with this formula, charge and spin? In the order shown, they have 200.4; 85.8; 129.1; 91.5; 79.1; 875.7 kJ/mol.